{
  "formula": "C25H64N20O13S",
  "method": "ωB97M-V with the def2-TZVPD basis set",
  "elements": ["C", "C", "C", "C", "C", "C", "C", "C", "C", "C", "C", "C", "C", "S", "C", "O", "O", "C", "O", "H", "H", "H", "H", "H", "H", "H", "H", "H", "H", "H", "H", "H", "H", "H", "H", "H", "H", "H", "H", "H", "H", "H", "H", "N", "C", "N", "O", "H", "H", "H", "H", "N", "C", "N", "O", "H", "H", "H", "H", "N", "C", "N", "O", "H", "H", "H", "H", "N", "C", "N", "O", "H", "H", "H", "H", "N", "C", "N", "O", "H", "H", "H", "H", "N", "C", "N", "O", "H", "H", "H", "H", "N", "C", "N", "O", "H", "H", "H", "H", "N", "C", "N", "O", "H", "H", "H", "H", "N", "C", "N", "O", "H", "H", "H", "H", "N", "C", "N", "O", "H", "H", "H", "H"],
  "positions_angstrom": [[-7.755187, 1.264074, -4.783948], [-6.333968, 1.517813, -5.521233], [-5.155280, 1.085348, -4.461477], [-4.494661, -0.360017, -4.793596], [-5.357542, -1.497768, -4.062054], [-4.548588, -2.904308, -3.877504], [-5.667342, -4.022542, -3.573730], [-5.094951, -5.290204, -2.722523], [-5.828402, -5.393255, -1.264084], [-4.945265, -4.512393, -0.255830], [-5.200102, -4.873950, 1.314337], [-3.974001, -4.171716, 2.102747], [-2.901223, -4.761310, 2.824079], [-2.660543, -6.569058, 3.061486], [-2.048482, -3.500866, 3.287942], [-1.071245, -3.456350, 4.073581], [-2.517300, -2.293018, 2.630530], [-3.821767, -2.577361, 2.102107], [-4.720253, -1.801477, 1.720807], [-7.716949, 0.233705, -4.261961], [-7.854552, 2.032168, -3.928576], [-8.653833, 1.314082, -5.487859], [-6.275953, 0.829443, -6.430036], [-6.195065, 2.605820, -5.832375], [-5.696011, 0.983439, -3.443408], [-4.383686, 1.922800, -4.326243], [-4.449030, -0.479884, -5.939328], [-3.392440, -0.394354, -4.441195], [-5.693335, -1.133554, -3.032397], [-6.283825, -1.726858, -4.691597], [-3.804071, -2.734660, -3.026414], [-3.985343, -3.078838, -4.856825], [-6.580879, -3.533190, -3.074852], [-5.959830, -4.466254, -4.602969], [-5.140117, -6.276088, -3.294406], [-3.973545, -5.060454, -2.557147], [-5.938428, -6.491967, -0.961543], [-6.889869, -4.952920, -1.407440], [-3.826406, -4.751791, -0.432686], [-5.165554, -3.401070, -0.433653], [-5.224148, -6.015084, 1.495491], [-6.208065, -4.474744, 1.692890], [-3.239001, -6.963917, 4.279385], [-1.691246, 2.133596, -6.555054], [-2.754008, 2.243206, -7.388968], [-2.895896, 3.461583, -7.971389], [-3.522913, 1.320669, -7.600184], [-1.047453, 2.880593, -6.368084], [-1.552552, 1.244059, -6.103526], [-3.675167, 3.581797, -8.598479], [-2.274662, 4.234164, -7.811629], [1.173865, -5.789283, 1.353276], [2.229391, -6.624849, 1.519564], [2.172385, -7.401682, 2.626358], [3.161265, -6.673790, 0.732307], [0.398195, -5.733626, 1.989034], [1.182750, -5.195651, 0.539780], [2.943170, -8.037418, 2.782111], [1.417231, -7.378898, 3.287491], [6.991583, -8.146841, 3.326116], [5.945581, -8.055191, 2.466273], [5.805369, -6.847900, 1.874703], [5.188313, -8.994200, 2.245853], [7.622561, -7.390528, 3.520982], [7.130092, -9.030694, 3.787890], [5.036407, -6.737123, 1.226290], [6.415991, -6.066714, 2.045058], [4.495703, -3.190421, 2.880884], [5.839643, -3.021614, 2.945204], [6.267266, -1.772870, 2.644540], [6.602255, -3.927819, 3.251176], [3.851428, -2.460185, 2.631279], [4.136835, -4.107171, 3.097892], [7.259701, -1.606599, 2.680877], [5.653889, -1.016341, 2.391877], [-5.931976, 6.915848, -4.907306], [-5.282374, 5.859873, -5.456800], [-4.818711, 6.070594, -6.714441], [-5.126705, 4.802647, -4.866441], [-6.070348, 7.792793, -5.375570], [-6.291155, 6.798142, -3.973881], [-4.329710, 5.307679, -7.157240], [-4.935790, 6.931692, -7.217021], [2.474198, 1.321493, 4.999697], [2.960656, 0.280034, 4.285515], [2.920584, -0.914973, 4.921726], [3.403996, 0.405958, 3.149428], [2.107265, 1.238058, 5.929967], [2.487681, 2.229259, 4.557312], [3.274837, -1.712894, 4.418510], [2.562776, -1.044249, 5.850472], [2.643286, 6.115370, 4.233472], [3.324665, 5.059700, 3.723718], [3.813010, 5.252235, 2.478159], [3.484615, 4.014058, 4.343312], [2.501288, 6.979391, 3.741844], [2.262782, 6.012176, 5.160275], [4.326170, 4.490807, 2.062008], [3.691268, 6.100641, 1.954826], [0.850923, 3.395551, -0.832412], [1.745258, 3.687433, 0.143627], [1.533800, 3.044127, 1.316704], [2.671326, 4.470579, -0.023289], [0.085328, 2.756741, -0.716558], [0.974828, 3.854047, -1.720259], [2.178420, 3.233310, 2.067941], [0.781257, 2.398316, 1.472574], [6.474725, 7.049534, 0.281448], [7.376962, 7.351979, 1.251713], [7.176713, 6.714959, 2.430859], [8.295836, 8.136588, 1.073248], [5.713032, 6.407793, 0.406008], [6.590400, 7.503188, -0.610002], [7.826482, 6.912025, 3.178825], [6.427222, 6.066993, 2.595850], [5.881284, 6.071996, 5.756702], [7.217097, 5.878142, 5.875542], [7.577841, 4.953948, 6.798205], [8.031656, 6.490617, 5.201234], [5.193897, 5.580394, 6.298741], [5.574988, 6.752478, 5.079949], [8.563396, 4.782414, 6.914824], [6.924088, 4.440778, 7.360992]],
  "forces_ev_per_angstrom": [[0.7467, 0.1482, 0.3960], [0.0306, -0.8217, 0.9240], [-0.5905, -0.0135, 0.0237], [-0.1644, 0.6678, 0.2296], [0.8342, -0.5711, -0.6191], [-1.3170, 1.4038, -0.1088], [1.0629, -0.9910, -0.7784], [0.0834, 0.8542, 0.5198], [0.4730, 0.3870, -1.1145], [-0.3487, -0.8276, 0.6627], [0.7447, 0.7018, 0.1710], [0.5814, -1.3139, 0.7855], [-2.6349, 2.9101, -0.9500], [0.0157, 0.9019, 0.2838], [3.1013, -0.7091, 2.0102], [-4.2992, -0.0945, -3.5419], [-1.8467, -1.5568, 0.3855], [-2.1107, -0.3647, -0.9630], [4.3665, -2.5301, 1.7256], [-0.1967, 1.5278, -1.0026], [-0.0591, -1.0821, -1.4057], [1.2387, -0.0013, 1.0072], [0.0398, 1.0733, 1.0847], [-0.2922, -1.5145, 0.4052], [1.0287, 0.2489, -1.4370], [-1.0338, -1.2556, -0.4766], [-0.1748, -0.0036, 1.7999], [-1.7247, 0.0347, -0.3026], [0.4074, -0.4784, -1.3646], [1.1082, 0.4112, 0.8808], [-0.9446, -0.5426, -1.0883], [-0.6865, -0.0916, 1.4545], [1.3854, -0.8417, -0.7075], [0.0544, 1.0042, 1.6571], [-0.2037, 1.3984, 0.7206], [-1.7197, -0.5966, -0.1690], [0.3269, 1.5993, -0.1576], [1.6947, -0.7488, 0.5210], [-1.8230, 0.5332, 0.0791], [0.5377, -1.6064, 0.2784], [0.4260, 1.9038, -0.3081], [1.5925, -0.3028, -0.5601], [0.3918, 1.1899, -0.9970], [0.5301, -0.2847, 0.4562], [-0.3561, -0.6233, 0.1160], [-0.4022, 0.8560, -0.4919], [0.1056, 0.1699, -0.0575], [-0.0857, -0.0524, -0.0181], [-0.0477, 0.1728, -0.0818], [0.1946, -0.1273, 0.0354], [0.0366, -0.1308, -0.0249], [-0.5067, 0.6943, -0.4202], [0.2067, -0.3404, 0.1501], [0.3067, -0.4445, 0.4725], [-0.0857, 0.2907, -0.2921], [0.0961, -0.0612, 0.0105], [0.0004, -0.1273, 0.1537], [0.0123, -0.0017, -0.1242], [0.0206, 0.0570, -0.1099], [0.5512, -0.5164, 0.6320], [-0.2020, 0.3577, -0.3730], [-0.1115, 0.3077, -0.3947], [-0.1481, -0.1413, 0.2743], [-0.1251, 0.0111, -0.0644], [-0.0200, 0.1872, -0.1008], [-0.0638, -0.0760, 0.1156], [-0.0338, -0.0145, 0.2003], [-0.8919, -0.3930, 0.2791], [0.3520, 0.0260, -0.0080], [0.4607, 0.4662, -0.1117], [0.0358, -0.1289, -0.0441], [0.1571, 0.0141, -0.2496], [0.0770, 0.1065, -0.1422], [-0.2003, -0.0456, -0.0052], [-0.0884, -0.0285, 0.1123], [-0.3835, 0.4413, 0.5319], [0.0300, -0.4681, 0.3054], [0.4317, -0.1110, -0.7838], [0.0200, 0.1465, -0.0755], [0.0159, -0.0942, 0.0252], [0.0614, 0.0218, -0.1910], [-0.1485, 0.1014, 0.1792], [-0.0335, -0.0656, 0.0816], [-0.3073, 0.5259, -0.1541], [-0.0227, 0.1626, 0.0800], [0.1208, -0.7655, -0.0125], [0.0577, -0.1723, -0.1593], [0.0560, -0.0740, -0.0950], [0.2729, 0.0158, 0.2656], [0.0102, 0.0705, 0.3010], [0.0164, 0.0434, -0.0956], [-0.3188, 0.3380, 0.6799], [0.2215, 0.1484, -0.3110], [0.6725, -0.1668, 0.0761], [-0.2204, -0.0876, 0.0905], [0.0098, -0.0912, -0.0081], [0.0072, 0.0473, -0.2041], [-0.2443, 0.1011, -0.1114], [-0.2078, -0.1686, -0.0840], [-0.2933, 0.1000, -0.7344], [0.1635, 0.0282, 0.1588], [0.1060, 0.0527, 0.5964], [0.0103, 0.0394, -0.2047], [0.0809, 0.0502, 0.0255], [-0.0353, -0.1046, 0.1774], [-0.0893, -0.2120, -0.0966], [0.1219, -0.0054, -0.0376], [-0.4774, 0.0870, -0.8183], [0.3949, 0.1654, 0.2333], [0.1583, 0.0577, 0.4256], [-0.1591, -0.0617, -0.1000], [0.1221, -0.0075, -0.0509], [-0.0362, -0.1180, 0.1711], [-0.1825, -0.1703, 0.1094], [0.0806, 0.0037, -0.0396], [-0.6240, 0.3617, -0.2632], [0.1545, 0.1310, -0.1232], [0.5042, -0.3785, 0.4094], [0.0731, -0.0504, 0.0784], [0.0604, -0.0571, -0.1284], [0.0368, -0.1047, 0.1530], [-0.1954, 0.0239, -0.0260], [0.0312, 0.0514, -0.0935]],
  "mulliken_charge": [-1.06, -0.16, -0.66, -0.48, -0.62, -0.58, -0.69, -0.60, -0.66, -0.60, -0.53, 0.37, -0.08, -0.25, 0.49, -0.55, -0.26, 0.46, -0.52, 0.19, 0.28, 0.34, 0.31, 0.04, 0.40, 0.28, 0.29, 0.22, 0.33, 0.22, 0.31, 0.30, 0.37, 0.26, 0.44, 0.33, 0.32, 0.31, 0.39, 0.18, 0.37, 0.28, 0.19, -0.39, 0.68, -0.48, -0.61, 0.15, 0.22, 0.24, 0.17, -0.32, 0.68, -0.33, -0.74, 0.10, 0.20, 0.21, 0.14, -0.38, 0.58, -0.26, -0.69, 0.18, 0.22, 0.28, 0.15, -0.36, 0.59, -0.35, -0.69, 0.21, 0.14, 0.22, 0.18, -0.42, 0.61, -0.34, -0.61, 0.15, 0.23, 0.26, 0.16, -0.30, 0.70, -0.27, -0.67, 0.15, 0.20, 0.13, 0.17, -0.44, 0.65, -0.26, -0.78, 0.16, 0.25, 0.22, 0.12, -0.41, 0.69, -0.20, -0.64, 0.15, 0.22, 0.03, 0.18, -0.29, 0.59, -0.17, -0.66, 0.13, 0.19, 0.16, 0.11, -0.34, 0.66, -0.40, -0.71, 0.16, 0.21, 0.23, 0.16],
  "gap_ev": 7.37,
  "smiles": "CCCCCCCCCCCC1=C(S)C(=O)OC1=O.NC(N)=O.NC(N)=O.NC(N)=O.NC(N)=O.NC(N)=O.NC(N)=O.NC(N)=O.NC(N)=O.NC(N)=O.NC(N)=O",
  "spin_multiplicity": 1,
  "homo_energy_ha": -0.331,
  "total_charge": 0,
  "e_lumo_ha": -0.060
}